A structure of composition C18H19N7NiOS2. Source: the OMol25 dataset; level of theory: ωB97M-V/def2-TZVPD.

Lowest unoccupied orbital energy (spin up / spin down), eV: -0.279 / -0.279
E_tot, eV: -94168.8924
HOMO level (spin up / spin down), eV: -6.652 / -6.714
⟨S²⟩: 2.0064
Spin multiplicity: 3

Each line ends with the Löwdin charge.
Element x y z (Å)
Ni1 -1.0778 -0.9806 -0.1720  0.43
N1 -2.2239 -2.3096 3.7690  0.04
C1 -1.7234 -2.0665 2.5177  -0.88
S1 -2.7757 -1.2221 1.4185  0.61
N2 -0.5192 -2.4754 2.2798  -0.02
N3 -0.0430 -2.2439 1.0177  -0.09
C2 1.1334 -2.7155 0.7830  -0.11
C3 1.8161 -2.7009 -0.4747  -0.19
C4 3.0634 -3.3458 -0.5531  -0.07
C5 3.7824 -3.3986 -1.7195  -0.12
C6 3.2575 -2.7863 -2.8667  -0.10
C7 2.0470 -2.1446 -2.8291  -0.03
C8 1.2682 -2.0770 -1.6404  -0.37
O1 0.1298 -1.4711 -1.6613  -0.15
H1 -3.2204 -2.2407 3.8652  0.06
H2 -1.7590 -3.0190 4.3113  0.09
H3 1.6394 -3.1984 1.6189  0.12
H4 3.4512 -3.8152 0.3451  0.11
H5 4.7377 -3.9053 -1.7602  0.09
H6 3.8176 -2.8251 -3.7938  0.10
H7 1.6364 -1.6717 -3.7132  0.11
N4 -0.3126 0.9686 0.3227  0.07
C9 -1.3574 1.9061 0.1010  -0.23
C10 -1.4427 3.1106 0.7446  -0.01
C11 -2.5127 3.9907 0.4877  -0.07
C12 -3.4874 3.6582 -0.4090  -0.03
C13 -3.4490 2.4075 -1.0652  -0.15
C14 -4.4586 1.9631 -1.9470  0.00
C15 -4.3662 0.7143 -2.4937  -0.03
C16 -3.2677 -0.0985 -2.1668  -0.09
N5 -2.3117 0.2819 -1.3548  0.05
C17 -2.3813 1.5232 -0.8032  -0.17
H8 0.3302 0.9186 -0.4670  0.09
H9 0.2334 1.1544 1.1533  0.06
H10 -0.6813 3.3894 1.4631  0.12
H11 -2.5464 4.9426 1.0005  0.11
H12 -4.3111 4.3304 -0.6158  0.11
H13 -5.2932 2.6164 -2.1689  0.12
H14 -5.1307 0.3355 -3.1572  0.11
H15 -3.1705 -1.0898 -2.5932  0.13
N6 3.4386 2.2556 2.6869  0.07
C18 3.6850 1.5967 1.5251  -0.98
N7 4.6593 2.1159 0.7492  0.08
S2 2.8503 0.2315 1.0855  0.68
H16 4.1189 2.9045 3.0496  0.10
H17 2.8816 1.7616 3.3612  0.09
H18 5.0497 3.0265 0.9227  0.10
H19 4.7958 1.6979 -0.1533  0.09

A structure of composition C25H44O2P2Pd. Source: the OMol25 dataset; level of theory: ωB97M-V/def2-TZVPD.

Lowest unoccupied orbital energy (spin up / spin down), eV: -6.380 / -9.470
Charge: +2
E_tot, eV: -52769.4879
HOMO level (spin up / spin down), eV: -13.846 / -13.052
⟨S²⟩: 6.0155
Spin multiplicity: 5
Energy relative to the best compared isomer or geometry (same formula, charge and spin), eV: 0.000

Each line ends with the Löwdin charge.
Element x y z (Å)
Pd1 1.4422 1.9790 0.6468  0.94
C1 -1.0249 -1.9143 2.3276  -0.15
C2 -1.8521 -0.7498 2.2736  -0.14
C3 -2.6998 -2.3045 0.7932  -0.11
C4 -1.5482 -2.8741 1.3990  -0.14
C5 -2.8402 -0.9694 1.2859  -0.15
C6 0.1365 -2.1331 3.2126  -0.01
H1 0.5105 -1.2036 3.6614  0.09
H2 0.9585 -2.5698 2.6362  0.06
H3 -0.1077 -2.8290 4.0314  0.13
C7 -0.9684 -4.1907 1.0850  0.00
H4 0.1315 -4.1399 1.0274  0.08
H5 -1.3136 -4.6076 0.1241  0.10
H6 -1.2193 -4.9408 1.8556  0.12
C8 -3.5479 -3.0042 -0.1903  0.01
H7 -3.9114 -3.9553 0.2276  0.12
H8 -3.0051 -3.2630 -1.1186  0.09
H9 -4.4297 -2.4051 -0.4500  0.09
C9 -3.8823 0.0008 0.8817  0.00
H10 -4.8699 -0.2892 1.2640  0.12
H11 -3.9225 0.0683 -0.2119  0.07
H12 -3.6622 1.0009 1.2683  0.08
C10 -1.6984 0.4680 3.1003  0.00
H13 -2.2230 0.3764 4.0706  0.13
H14 -2.0964 1.3553 2.5880  0.08
H15 -0.6380 0.6708 3.3069  0.08
C11 3.1199 2.7129 -0.3059  -0.20
C12 3.2694 2.7276 1.1106  -0.22
C13 2.9528 3.9241 1.9724  -0.16
C14 1.5726 4.6104 1.6900  -0.15
C15 0.5377 3.7242 1.0002  -0.21
C16 0.4179 3.3938 -0.3890  -0.22
C17 1.2647 3.9784 -1.4907  -0.15
C18 2.7838 3.9138 -1.1560  -0.14
H16 3.7737 4.6441 1.9615  0.13
H17 1.6779 5.5684 1.1612  0.13
H18 2.9412 3.5234 2.9973  0.12
H19 3.0970 4.8268 -0.6491  0.12
H20 3.5845 1.8984 -0.8701  0.11
H21 3.8414 1.8917 1.5300  0.12
H22 3.3279 3.8453 -2.1143  0.13
H23 1.0976 3.3774 -2.3962  0.11
H24 -0.5319 2.9266 -0.7099  0.07
H25 0.9365 5.0092 -1.7129  0.14
H26 1.1649 4.8058 2.6998  0.12
H27 -0.2878 3.4819 1.6823  0.11
P1 1.3249 -1.6107 -0.1080  0.95
P2 -1.3711 0.1710 -1.8670  0.98
C19 1.5270 -0.5898 -1.7071  -0.38
C20 0.3242 -0.1692 -2.5857  -0.37
H28 2.1594 -1.2557 -2.3299  0.09
H29 2.1177 0.3120 -1.4327  0.04
H30 0.5860 0.7523 -3.1368  0.08
H31 0.1380 -0.9677 -3.3245  0.09
C21 -2.4460 -0.9900 -2.7328  -0.25
H32 -3.3763 -1.1004 -2.1558  0.04
H33 -1.9726 -1.9978 -2.8538  0.01
H34 -2.6800 -0.5644 -3.7155  0.07
C22 -1.8731 1.6982 -2.7897  -0.25
H35 -1.2768 1.8231 -3.7057  0.06
H36 -1.7931 2.5872 -2.1438  0.02
H37 -2.9295 1.5625 -3.0812  0.06
C23 2.5302 -2.9720 -0.3903  -0.26
H38 2.7667 -3.4230 0.5841  0.05
H39 3.4402 -2.5428 -0.8324  0.07
H40 2.0537 -3.7107 -1.0428  0.03
C24 2.4920 -0.9293 1.1755  -0.31
H41 2.7181 -1.7213 1.8939  0.04
H42 2.0181 -0.1165 1.7386  -0.01
H43 3.4198 -0.5905 0.7020  0.05
O1 -1.7013 -3.6891 -3.2037  -0.06
C25 -0.5395 -4.0065 -2.8172  -0.50
O2 0.1334 -3.4737 -1.8966  -0.14
H44 -0.0496 -4.8453 -3.3484  0.13

| no. | strongest force on any atom (hartree/bohr) |
| --- | --- |
| 1 | 0.0153 |
| 2 | 0.0958 |